Entry 1:
A cluster of 4 separate species, C3H14O4 in total at a distorted geometry. Source: OMol25; level of theory: ωB97M-V with the def2-TZVPD basis set.

## Properties
Highest occupied orbital energy ... -10.6 eV
Strongest force on any atom ... 1.7 eV/Å
Lowest unoccupied orbital energy ... 0.0159 Eh
Electronic energy ... -423.62858 a.u.
Energy above the lowest of the compared OMol25 structures with the same formula, charge and spin ... 25.1 kcal/mol
2S+1 ... 1

Each line ends with the Löwdin charge.
Element x y z (Å)
C 0.540 1.692 -1.174  -0.06
C -0.491 1.576 -0.070  -0.49
C 0.139 1.047 1.208  -0.06
O -1.469 0.591 -0.451  -0.07
H 0.025 1.912 -2.102  0.07
H 0.944 0.684 -1.335  0.08
H 1.449 2.253 -0.960  0.08
H -1.075 2.466 0.178  0.13
H 0.655 1.832 1.719  0.07
H 0.719 0.180 0.891  0.09
H -0.599 0.725 1.946  0.08
H -1.774 0.753 -1.352  0.08
O -0.238 -4.607 3.573  -0.08
H -0.889 -3.921 3.774  0.00
H -0.385 -4.800 2.644  0.02
O 3.680 2.009 -5.977  -0.07
H 2.824 1.866 -5.546  0.03
H 4.202 2.216 -5.191  0.03
O -2.410 -3.101 2.702  -0.06
H -2.523 -2.156 2.511  0.06
H -3.325 -3.220 3.012  0.06



Entry 2:
A structure of composition C29H46BN8O2S3W. Source: OMol25; level of theory: ωB97M-V with the def2-TZVPD basis set.

## Properties
Highest occupied orbital energy (alpha / beta) ... -6.3 / -6.8 eV
Strongest force on any atom ... 0.8 eV/Å
<S²> ... 0.760
Lowest unoccupied orbital energy (alpha / beta) ... 0.0146 / 0.0045 Eh
Electronic energy ... -3007.79087 a.u.
Energy above the lowest of the compared OMol25 structures with the same formula, charge and spin ... 0.0 kcal/mol
2S+1 ... 2

Each line ends with the Löwdin charge.
Element x y z (Å)
W 0.527 0.232 0.547  1.26
C -1.243 3.303 -0.553  -0.04
C 0.239 3.267 -0.699  -0.33
C 1.036 4.350 -1.078  0.00
C 2.332 3.898 -1.015  -0.04
N 2.309 2.616 -0.629  0.04
N 1.020 2.215 -0.425  -0.06
B 3.448 1.660 -0.282  -0.66
N 3.420 1.354 1.231  0.03
C 4.209 1.800 2.215  -0.06
C 3.873 1.135 3.371  -0.01
C 2.816 0.291 3.021  -0.36
C 2.078 -0.597 3.962  -0.04
N 2.535 0.444 1.719  -0.05
N 3.236 0.305 -1.012  0.04
C 4.067 -0.244 -1.907  -0.03
C 3.595 -1.495 -2.223  0.00
C 2.435 -1.650 -1.464  -0.31
C 1.599 -2.880 -1.397  -0.02
N 2.216 -0.544 -0.741  -0.03
N 4.819 2.183 -0.688  -0.01
C 6.022 1.690 -0.291  -0.10
C 6.980 2.160 -1.148  -0.02
C 6.265 2.937 -2.088  -0.36
C 6.792 3.688 -3.266  -0.04
N 4.973 2.928 -1.815  0.12
H -1.617 4.213 -1.022  0.08
H -1.507 3.316 0.507  0.06
H -1.739 2.450 -1.003  0.04
H 0.694 5.328 -1.368  0.11
H 3.265 4.376 -1.247  0.11
H 4.963 2.543 2.022  0.13
H 4.319 1.237 4.345  0.11
H 2.590 -0.590 4.923  0.08
H 2.019 -1.619 3.600  0.07
H 1.060 -0.231 4.099  0.06
H 4.937 0.291 -2.248  0.12
H 4.025 -2.210 -2.903  0.11
H 1.861 -3.540 -2.221  0.09
H 0.541 -2.654 -1.472  0.04
H 1.778 -3.421 -0.465  0.09
H 6.107 1.027 0.553  0.12
H 8.040 1.978 -1.107  0.10
H 7.694 4.242 -3.006  0.07
H 6.042 4.388 -3.627  0.07
H 7.045 3.009 -4.083  0.08
C -1.662 2.140 4.455  -0.12
C -1.406 1.530 3.105  -0.73
S 0.167 1.819 2.388  0.70
C -2.320 0.840 2.414  -0.69
C -3.711 0.555 2.900  -0.11
S -1.926 0.317 0.785  0.74
H -0.746 2.546 4.880  0.06
H -2.054 1.393 5.150  0.08
H -2.394 2.950 4.397  0.08
H -4.119 1.401 3.458  0.08
H -3.736 -0.319 3.559  0.08
H -4.378 0.353 2.064  0.04
C -1.052 -2.840 0.498  -0.06
C -0.216 -1.658 0.831  -0.57
O 0.305 -1.470 1.935  -0.11
H -1.894 -2.833 1.192  0.09
H -0.481 -3.754 0.664  0.09
H -1.434 -2.793 -0.518  0.06
C -4.780 -2.650 -5.729  -0.11
C -3.958 -2.048 -4.596  -0.31
C -4.760 -1.950 -3.307  -0.37
S -3.800 -1.076 -2.049  0.88
O -3.615 0.312 -2.568  -0.52
C -5.088 -1.021 -0.749  -0.35
C -5.763 0.341 -0.662  -0.30
C -6.724 0.630 -1.807  -0.11
H -4.195 -2.718 -6.646  0.07
H -5.659 -2.038 -5.939  0.07
H -5.127 -3.654 -5.478  0.07
H -3.612 -1.049 -4.867  0.10
H -3.065 -2.653 -4.418  0.11
H -4.987 -2.939 -2.898  0.10
H -5.698 -1.410 -3.459  0.09
H -4.567 -1.256 0.180  0.05
H -5.810 -1.814 -0.958  0.09
H -4.988 1.109 -0.626  0.10
H -6.297 0.380 0.292  0.11
H -6.186 0.695 -2.752  0.06
H -7.235 1.580 -1.651  0.07
H -7.488 -0.148 -1.890  0.08
C -0.331 0.042 -1.491  -0.28
H 0.388 0.477 -2.185  0.02
H -1.274 0.565 -1.628  -0.06
H -0.516 -0.988 -1.799  -0.01



Entry 3:
The molecule C8H20BClN2O2 at a distorted geometry. Source: OMol25; level of theory: ωB97M-V with the def2-TZVPD basis set.

## Properties
Highest occupied orbital energy ... -8.7 eV
Strongest force on any atom ... 1.9 eV/Å
Lowest unoccupied orbital energy ... 0.0177 Eh
Electronic energy ... -1061.85715 a.u.
2S+1 ... 1

Each line ends with the Löwdin charge.
Element x y z (Å)
C 2.311 -0.735 1.791  -0.14
C 3.018 -0.960 0.417  -0.66
Cl 4.047 -2.470 0.632  0.55
C 1.966 -1.290 -0.699  -0.18
C 1.752 -0.090 -1.709  -0.19
O 0.439 0.454 -1.675  -0.15
C 0.355 1.704 -1.005  -0.17
C -0.482 1.664 0.325  -0.25
N -1.272 2.936 0.368  0.03
B -1.392 0.346 0.496  -0.49
O -1.124 -0.471 1.631  0.12
N -2.502 -0.047 -0.407  -0.10
C -3.666 -0.509 0.406  -0.11
C -2.109 -1.236 -1.236  -0.08
H 1.923 0.302 1.885  0.07
H 1.459 -1.423 1.936  0.07
H 3.023 -0.913 2.622  0.07
H 3.663 -0.099 0.172  0.10
H 2.305 -2.161 -1.290  0.09
H 1.024 -1.571 -0.190  0.10
H 1.883 -0.519 -2.726  0.12
H 2.564 0.652 -1.580  0.11
H 1.334 2.170 -0.776  0.12
H -0.166 2.403 -1.698  0.13
H 0.268 1.738 1.161  0.11
H -1.585 3.027 1.330  0.07
H -0.624 3.691 0.162  0.07
H -0.480 0.001 2.161  0.07
H -3.414 -1.442 0.969  0.08
H -3.958 0.236 1.169  0.09
H -4.508 -0.766 -0.267  0.09
H -2.721 -2.127 -1.001  0.08
H -2.281 -0.975 -2.302  0.09
H -1.049 -1.521 -1.071  0.07



Entry 4:
A cluster of 2 separate species, C2H7O3SSi in total at a distorted geometry. Source: OMol25; level of theory: ωB97M-V with the def2-TZVPD basis set.

## Properties
Highest occupied orbital energy (alpha / beta) ... -1.5 / -3.0 eV
Strongest force on any atom ... 3.9 eV/Å
<S²> ... 2.013
Lowest unoccupied orbital energy (alpha / beta) ... 0.1248 / 0.1034 Eh
Electronic energy ... -993.68179 a.u.
2S+1 ... 3
Net charge ... -1

Each line ends with the Löwdin charge.
Element x y z (Å)
C 1.355 1.327 2.052  -0.48
C -0.187 0.441 -1.896  -0.24
O -1.116 -1.669 0.323  -0.71
O -3.089 -1.765 -1.279  -0.67
O 1.782 0.927 0.859  -0.43
Si 0.013 -0.903 -0.553  0.67
S -2.759 -2.322 0.090  0.73
H 1.390 0.304 2.609  0.05
H 0.276 1.559 2.130  0.03
H 2.003 2.018 2.623  0.03
H 0.105 1.339 -1.424  -0.03
H 0.448 0.010 -2.807  0.06
H -1.303 0.572 -2.155  0.04
H 1.084 -1.837 -0.571  -0.06



Entry 5:
A cluster of 2 separate species, C9H16FN in total at a distorted geometry. Source: OMol25; level of theory: ωB97M-V with the def2-TZVPD basis set.

## Properties
Highest occupied orbital energy ... -8.9 eV
Strongest force on any atom ... 6.3 eV/Å
Lowest unoccupied orbital energy ... 0.0315 Eh
Electronic energy ... -506.94984 a.u.
Energy above the lowest of the compared OMol25 structures with the same formula, charge and spin ... 40.5 kcal/mol
2S+1 ... 1

Each line ends with the Löwdin charge.
Element x y z (Å)
C 0.141 -2.099 0.563  -0.10
C 0.811 -1.437 -0.161  -0.09
C -2.781 -0.008 -0.124  -0.14
C -0.468 -2.933 1.605  -0.09
C 0.739 2.276 0.610  -0.10
C -2.148 0.375 -2.384  -0.14
C 1.816 -0.572 -0.832  -0.23
C 1.547 1.164 1.280  -0.21
C 2.368 0.150 0.333  -0.25
N -2.550 0.809 -1.095  -0.09
F -3.140 0.639 1.022  -0.05
H -1.454 -2.681 1.781  0.04
H 0.127 -2.931 2.504  0.07
H -0.476 -3.953 1.157  0.09
H -0.253 1.868 0.727  0.05
H 0.967 2.541 -0.374  0.05
H 0.855 3.194 1.106  0.05
H -1.498 0.998 -2.971  0.06
H -1.883 -0.778 -2.483  0.12
H -3.158 0.265 -3.049  0.12
H 1.245 0.103 -1.593  0.13
H 2.524 -1.280 -1.448  0.15
H 2.262 1.742 1.809  0.07
H 0.975 0.500 2.010  0.12
H 2.750 -0.550 1.023  0.08
H 3.271 0.790 -0.028  0.13
H -2.588 1.806 -0.987  0.13



Entry 6:
The ion C4H11NP with charge +1 at a distorted geometry. Source: OMol25; level of theory: ωB97M-V with the def2-TZVPD basis set.

## Properties
Highest occupied orbital energy ... -13.7 eV
Strongest force on any atom ... 1.8 eV/Å
Lowest unoccupied orbital energy ... -0.1926 Eh
Electronic energy ... -554.79360 a.u.
Energy above the lowest of the compared OMol25 structures with the same formula, charge and spin ... 37.7 kcal/mol
2S+1 ... 1
Net charge ... +1

Each line ends with the Löwdin charge.
Element x y z (Å)
C 0.590 -0.820 0.904  -0.25
C -0.513 -1.401 -0.004  -0.29
C -2.489 -0.146 -1.940  -0.14
C 1.592 1.440 0.716  -0.10
N 0.405 0.636 0.932  -0.19
P -1.075 0.022 -1.040  1.05
H 0.532 -1.264 1.900  0.13
H 1.573 -1.049 0.488  0.12
H -0.167 -2.230 -0.629  0.10
H -1.371 -1.756 0.573  0.10
H -3.324 -0.710 -1.553  0.03
H -2.722 0.575 -2.707  0.03
H 2.289 1.378 1.559  0.10
H 2.101 1.102 -0.187  0.09
H 1.303 2.480 0.584  0.09
H -0.083 0.945 1.768  0.13
H -0.057 0.561 -1.801  0.02



Entry 7:
A cluster of 2 separate species, C3H5NO2 in total at a distorted geometry. Source: OMol25; level of theory: ωB97M-V with the def2-TZVPD basis set.

## Properties
Highest occupied orbital energy ... -9.4 eV
Strongest force on any atom ... 2.9 eV/Å
Lowest unoccupied orbital energy ... 0.0278 Eh
Electronic energy ... -322.38826 a.u.
Energy above the lowest of the compared OMol25 structures with the same formula, charge and spin ... 116.8 kcal/mol
2S+1 ... 1

Each line ends with the Löwdin charge.
Element x y z (Å)
C 1.372 0.787 0.888  0.01
C 1.456 -0.216 0.047  -0.33
O 1.458 -1.257 -0.514  0.09
H 0.736 1.622 0.923  0.04
H 2.128 0.905 1.668  0.07
C -0.646 -0.104 -1.028  -0.10
N -1.355 0.429 -0.113  -0.11
O -2.301 -0.266 0.521  -0.02
H 0.068 0.546 -1.714  0.14
H -0.745 -1.257 -1.133  0.12
H -2.171 -1.189 0.454  0.07



Entry 8:
A structure of composition C6H11Br4CuN2 at a distorted geometry. Source: OMol25; level of theory: ωB97M-V with the def2-TZVPD basis set.

## Properties
Highest occupied orbital energy (alpha / beta) ... -5.0 / -5.0 eV
Strongest force on any atom ... 3.4 eV/Å
<S²> ... 0.765
Lowest unoccupied orbital energy (alpha / beta) ... 0.0563 / 0.0032 Eh
Electronic energy ... -12281.35149 a.u.
Energy above the lowest of the compared OMol25 structures with the same formula, charge and spin ... 6.6 kcal/mol
2S+1 ... 2
Net charge ... -1

Each line ends with the Löwdin charge.
Element x y z (Å)
Cu -0.232 -0.418 -4.689  -0.15
C 0.705 1.456 3.542  -0.08
C -0.207 1.874 2.367  -0.15
N -0.146 0.906 1.214  -0.05
C -0.219 1.176 -0.168  0.04
C -0.275 -0.106 -0.799  0.02
N 0.038 -1.078 0.159  -0.06
C 0.154 -0.434 1.333  -0.06
C 0.017 -2.586 0.038  0.02
H 0.192 0.670 4.096  0.07
H 0.738 2.325 4.198  0.08
H 1.669 1.149 3.136  0.09
H 0.099 2.859 2.012  0.12
H -1.249 1.957 2.673  0.12
H -0.481 2.177 -0.478  0.13
H -0.440 -0.320 -1.845  0.05
H 0.391 -0.932 2.262  0.14
H 1.011 -2.901 -0.280  0.07
H -0.703 -2.846 -0.738  0.10
H -0.332 -2.954 1.003  0.09
Br 1.194 1.997 -3.933  -0.47
Br -2.969 -0.782 -3.882  -0.42
Br -0.473 -0.639 -7.629  -0.22
Br 1.519 -2.547 -3.591  -0.47